Below is a structure of composition C16H15BCl2F3N4ReS2 in a non-equilibrium geometry, with properties calculated with ωB97M-V/def2-TZVPD.

Values from the calculation:
Electronic energy   -2957.2928 a.u.
Molar mass   652.4 g mol⁻¹
E_HOMO (alpha / beta)   -7.67 / -7.43 eV
Net charge   0
E_LUMO (alpha / beta)   -0.0647 / -0.0643 Ha
Kohn-Sham gap (alpha / beta)   5.9 / 5.7 eV

Element x y z (Å)
Re1 -0.63890 0.13360 0.09310
C1 -2.11770 -1.40560 3.94700
C2 -1.80870 -0.60090 2.72390
N1 -0.94500 -1.01060 1.83540
N2 -0.23130 -2.12350 2.10410
C3 0.95170 -2.15180 1.57010
N3 1.75110 -3.20970 1.78270
S1 1.64870 -0.83340 0.66680
C4 -2.33120 0.72350 2.50860
C5 -3.35740 1.28760 3.27630
C6 -3.70000 2.60770 3.08440
C7 -3.02860 3.34560 2.10920
C8 -2.05240 2.72150 1.36220
N4 -1.70890 1.44550 1.53890
H1 -1.31360 -2.12190 4.11390
H2 -3.04170 -1.96840 3.80540
H3 -2.22840 -0.77200 4.82280
H4 1.43030 -3.97350 2.35040
H5 2.64820 -3.24630 1.33380
H6 -3.86910 0.68230 4.00840
H7 -4.48370 3.06060 3.67200
H8 -3.25980 4.38560 1.94510
H9 -1.50930 3.25000 0.58980
S2 0.86580 2.46130 -2.03440
C9 0.13550 1.42120 -1.14500
F1 -3.14350 1.43100 -1.42620
B1 -2.62510 0.44500 -0.70490
F2 -3.58720 -0.36350 -0.25770
Cl1 2.60070 -0.81670 -2.36300
C10 3.43370 -0.06390 -3.74850
Cl2 2.27310 0.35790 -5.01080
H10 4.14890 -0.77370 -4.16050
H11 3.91940 0.85150 -3.41240
F3 -1.36290 -4.47010 -4.18950
C11 -1.17510 -3.46720 -3.30200
C12 -1.24650 -3.74280 -1.95150
C13 -1.06270 -2.70920 -1.04740
C14 -0.78970 -1.40600 -1.46370
C15 -0.70870 -1.17630 -2.84090
C16 -0.89790 -2.19260 -3.76180
H12 -1.45190 -4.74670 -1.61390
H13 -1.12850 -2.95740 0.00380
H14 -0.47790 -0.18340 -3.20150
H15 -0.84200 -2.00560 -4.82340

Force components x, y, z for each atom (eV/Å):
3.9495 1.7734 -1.3354
0.1245 0.0745 -0.0022
0.5573 -1.0698 0.2305
-0.8119 0.2411 0.0590
-0.1632 -1.2170 0.6580
0.3364 0.6718 -0.0517
-0.1202 -0.1957 0.0687
-0.9824 0.3881 -0.3369
-0.4672 0.7322 -0.0133
0.4371 -0.3301 -0.1128
0.1451 0.1811 -0.4186
-0.0782 -0.1494 0.4088
0.1282 0.3882 -0.2022
-0.3502 -0.8306 -0.4039
-0.1353 0.1113 -0.0087
-0.0761 -0.0008 -0.0117
-0.0430 0.0540 0.0807
-0.0229 -0.0749 -0.0418
-0.0597 -0.0100 0.0490
0.0216 -0.0390 0.0537
-0.0712 0.0317 0.0373
0.0224 0.0586 -0.0857
-0.0683 -0.0593 -0.0842
0.1295 0.1942 -0.0412
-1.3733 -1.1509 0.9748
0.1817 0.5695 -0.4702
0.1587 -0.4891 0.1194
-0.6815 -0.6235 0.2367
0.5167 0.1404 -0.3722
-0.1120 -0.1562 0.2851
-0.0158 0.0714 -0.2052
-0.1279 0.1167 0.0964
-0.1050 -0.1931 -0.0111
-0.0156 0.0861 0.0254
0.1380 0.1794 0.1008
0.0386 -0.1075 -0.1383
-0.0592 -0.1300 -0.0253
-0.7482 0.8481 0.8831
-0.0278 0.1531 0.2265
-0.0122 -0.2459 -0.0858
-0.0262 -0.1305 -0.0097
-0.0961 0.0833 0.0281
-0.0749 0.0498 -0.0549
0.0403 0.0054 -0.0992